1.
Computed, not measured: the ion C8H10N5 with charge +1 at a distorted geometry, with the ωB97M-V functional and the def2-TZVPD basis.

Computed properties:
* frontier orbital gap (alpha / beta): 7.8618 / 7.8629 eV
* calculated total energy: -584.24362 Eh
* relative energy (zero: lowest compared OMol25 entry of this formula, charge and spin): 80.5 kcal per mole
* SMILES string: CN1CC(=[NH2+])[C@H](C#N)C(CC#N)=N1
* max |F|: 5.8 eV/Å
* LUMO level (alpha / beta): -5.0 / -5.0 eV
* highest occupied orbital energy (alpha / beta): -12.83 / -12.84 eV
* total charge: +1

Geometry as XYZ:
```
23
Properties=species:S:1:pos:R:3:forces:R:3:nbo_charge:R:1
N 1.29486 -0.85515 0.34613 1.75 0.50 -1.47 -0.208
N 1.07677 3.08907 -0.15145 1.10 0.91 0.15 -0.190
N -1.18600 -0.42417 -2.15313 -0.33 -0.06 0.76 -0.656
N 0.31927 -0.53199 1.13617 -1.53 0.72 2.12 -0.159
N -3.11743 -0.85324 -0.20783 -0.63 -0.24 -0.45 -0.386
C -0.26029 0.11138 -1.40793 1.57 -0.64 1.17 0.506
C -0.60139 1.16787 -0.40629 -1.21 -2.01 0.51 -0.472
C 1.23456 -0.49869 -1.09934 -2.19 0.90 -1.78 -0.296
C 2.67538 -0.82431 0.99892 -0.87 0.75 -1.12 -0.407
C -1.85835 0.19460 1.78954 -1.45 4.14 -3.73 -0.508
C -0.63026 0.30735 0.92375 1.97 -0.90 -0.71 0.229
C -2.70646 -0.47093 0.78842 -0.11 0.01 0.86 0.346
C 0.39111 2.19227 -0.27811 -0.94 0.04 -0.21 0.232
H 2.01492 0.25325 -1.39688 -0.76 -0.57 0.27 0.268
H 3.13594 -1.78732 0.82884 0.44 0.08 -0.24 0.229
H -1.64311 1.46892 -0.52107 0.25 0.82 -0.31 0.288
H -2.22756 -0.25002 -1.91399 1.88 -0.18 -0.64 0.481
H 3.22876 0.07263 0.58310 -0.40 -1.25 0.45 0.219
H 1.26778 -1.36385 -1.79665 0.53 0.21 0.86 0.235
H 2.53261 -0.68605 2.05995 -0.15 0.05 0.16 0.244
H -2.31976 1.25458 1.96635 0.78 -1.95 0.07 0.276
H -1.63693 -0.30845 2.63145 0.43 -1.80 2.91 0.287
H -0.98442 -1.25777 -2.71996 -0.13 0.45 0.38 0.443
```
Positions in Å, forces in eV/Å.



2.
Computed, not measured: an isolated molecule of C4H6OS at a distorted geometry, with the ωB97M-V functional and the def2-TZVPD basis.

Computed properties:
* frontier orbital gap: 9.3022 eV
* calculated total energy: -629.37669 Eh
* relative energy (zero: lowest compared OMol25 entry of this formula, charge and spin): 44.2 kcal per mole
* SMILES string: C/C=C/OC=S
* max |F|: 2.3 eV/Å
* LUMO level: 0.4 eV
* highest occupied orbital energy: -8.89 eV

Geometry as XYZ:
```
12
Properties=species:S:1:pos:R:3:forces:R:3:nbo_charge:R:1
S 4.09651 -0.32870 0.10103 0.55 -0.35 0.13 -0.013
O 1.54070 -0.45224 -0.17956 -0.73 0.55 0.26 -0.481
C -0.81402 -0.57993 -0.06249 0.31 1.56 0.25 -0.223
C -2.24545 -0.10809 0.14830 0.53 -1.52 -0.40 -0.634
C 2.63561 0.29423 -0.04637 0.06 1.19 -0.54 0.015
C 0.28168 0.16679 -0.05878 -0.05 2.15 -0.89 0.091
H -2.85472 -0.43396 -0.73049 0.29 0.52 0.71 0.224
H 2.54826 1.41739 -0.14076 -0.57 -1.20 0.25 0.179
H -0.56059 -1.58816 -0.22085 -0.35 -1.53 0.13 0.215
H -2.29997 0.95806 0.33066 -0.10 0.11 -0.11 0.219
H 0.29637 1.31782 -0.17246 0.06 -1.97 0.67 0.183
H -2.62437 -0.66322 1.03177 -0.01 0.47 -0.46 0.226
```
Positions in Å, forces in eV/Å.



3.
Computed, not measured: a cluster of 28 separate species, C2H59BClO29P in total at a distorted geometry, with the ωB97M-V functional and the def2-TZVPD basis.

Computed properties:
* frontier orbital gap: 8.4081 eV
* calculated total energy: -3119.82427 Eh
* relative energy (zero: lowest compared OMol25 entry of this formula, charge and spin): 54.1 kcal per mole
* max |F|: 8.8 eV/Å
* LUMO level: -1.7 eV
* highest occupied orbital energy: -10.12 eV

Geometry as XYZ:
```
93
Properties=species:S:1:pos:R:3:forces:R:3:lowdin_charge:R:1
Cl 0.65785 -2.57487 -0.98406 -2.08 -0.81 -2.07 0.727
P -1.05707 0.37343 -1.96811 0.74 0.91 4.90 0.764
O 2.32792 -0.21063 -1.82392 0.21 0.10 0.45 -0.143
O 2.33867 -2.18558 -4.54513 -0.33 -0.02 -0.36 -0.044
O -4.45655 -5.31727 -2.32256 0.45 0.28 -0.09 -0.069
O -1.47776 7.17888 -1.20504 -0.14 0.24 -0.24 -0.056
O 2.27673 -4.59609 5.58960 0.32 -0.30 0.14 -0.046
O 2.17433 2.63691 -0.60908 -0.32 0.19 -0.24 -0.050
O -1.96714 4.74052 2.11831 0.28 -0.28 -0.10 -0.059
O 0.97543 5.56214 0.57309 -0.09 0.02 -0.35 -0.055
O -4.69657 10.07567 2.57696 0.36 0.01 -0.04 -0.077
O 2.33021 8.23815 3.34973 0.48 0.25 -0.38 -0.066
O -1.07313 0.55193 -0.36553 -0.21 -0.75 -3.66 -0.541
O -3.22331 7.40121 1.50403 0.14 0.33 0.03 -0.062
O -3.01901 -7.52180 -0.89127 0.49 -0.21 0.08 -0.055
O 4.66283 0.38580 -3.21593 -0.12 0.09 -0.35 -0.064
O 0.09704 -4.37836 -2.97298 -2.55 7.48 3.80 -0.113
O 0.56903 -5.76713 -5.94352 0.43 0.02 0.25 -0.067
O 1.28308 -3.49885 10.41107 0.17 0.19 -0.39 -0.072
O 2.78014 -2.41480 1.57145 -0.42 -0.03 -0.30 -0.070
O -3.25079 3.16953 -3.29922 -0.24 0.36 -0.20 -0.077
O 3.15327 2.19595 2.12013 -0.36 -0.07 -0.01 -0.044
O 0.19507 6.68177 3.21934 -0.44 -0.43 0.01 -0.075
O 0.59611 -3.00635 3.78953 -0.21 0.14 0.40 -0.067
O -5.06590 -2.89838 -1.15322 -0.43 0.14 -0.25 -0.064
O 4.66720 -4.73949 -2.95805 -0.33 -0.20 -0.28 -0.067
O -5.71543 -5.37777 -5.62901 0.35 0.04 0.23 -0.069
O -0.21750 -4.47793 7.69945 -0.05 -0.14 -0.39 -0.055
O -0.32803 -0.69200 2.15173 0.23 -0.37 0.02 -0.075
O 2.87471 4.59019 3.51640 0.33 0.62 0.28 -0.068
O 4.90073 -3.27178 -5.82975 -0.32 -0.09 -0.22 -0.058
C -0.34843 -3.23152 -2.39584 1.86 -6.30 -3.98 -0.544
C -1.70158 -2.55821 -3.03195 -0.10 -0.49 0.98 -0.129
B -2.17867 -1.15095 -2.32669 -0.10 -0.83 -1.03 -0.190
H -2.58743 -3.34137 -2.87310 2.16 1.36 -0.40 0.117
H 2.95574 7.61334 2.95309 -0.16 0.14 0.17 0.041
H 1.74020 3.37015 -0.14789 0.03 0.12 -0.08 0.029
H -3.45329 3.98609 -2.81857 0.08 -0.30 -0.04 0.044
H -5.59983 -4.89480 -4.79693 -0.02 -0.28 -0.18 0.013
H 0.45625 -4.51862 7.00418 0.05 -0.06 0.14 0.005
H 2.29144 -2.28461 0.74489 0.44 -0.10 0.33 -0.063
H 0.68462 -5.28415 -5.11144 -0.18 -0.17 -0.10 -0.004
H 0.32884 0.10792 -2.30564 -1.02 0.43 -0.55 -0.012
H -4.46389 9.33428 1.99801 0.05 0.00 0.21 0.001
H 1.32240 -6.37595 -5.96732 -0.29 0.18 -0.04 0.039
H 3.10739 3.84879 2.93746 -0.12 -0.37 -0.11 -0.013
H 1.78287 -2.79638 -4.03837 0.30 -0.01 0.00 0.018
H -1.91188 7.91212 -0.74385 0.02 -0.29 -0.16 0.034
H 3.89740 0.91280 -2.94140 0.21 -0.26 -0.05 0.018
H -2.06337 -7.48126 -1.04645 -0.26 -0.04 0.09 0.047
H -3.33298 -1.02362 -2.02927 0.42 0.02 -0.07 0.040
H 4.09427 -5.48423 -3.19490 0.25 0.27 0.14 0.030
H -1.55603 -2.41968 -4.19848 -0.04 -0.37 2.38 0.147
H 3.08130 -0.81945 -1.84773 -0.03 0.17 -0.22 0.049
H 0.94844 6.07295 3.19554 0.11 0.02 0.21 0.014
H 1.76112 2.63429 -1.48557 0.17 -0.08 0.32 0.054
H -4.96205 -5.98659 -5.65281 -0.30 0.20 0.02 0.037
H -3.70318 -5.92609 -2.34636 -0.41 -0.08 0.11 0.023
H -1.13396 4.96290 2.56008 -0.17 0.18 -0.01 0.011
H -4.34096 -4.83429 -1.49048 -0.07 -0.29 0.01 0.019
H 0.79393 -3.87369 9.66339 -0.04 0.03 0.09 -0.002
H -1.57622 1.60451 -2.50702 0.43 -0.84 -0.45 -0.006
H 2.59747 1.58515 2.62689 0.17 0.12 -0.08 0.071
H 0.31066 7.16475 4.05142 0.10 -0.13 -0.38 0.059
H -1.73446 3.99912 1.53937 -0.17 0.23 0.19 0.046
H 0.46138 5.63837 -0.24480 0.00 0.16 0.26 0.032
H 2.50941 -5.33749 5.01065 -0.17 0.26 0.14 0.063
H 4.82830 -4.29069 -3.80152 0.08 -0.03 0.02 -0.001
H 3.10991 -4.37371 6.03136 -0.31 0.03 -0.11 0.064
H -3.12946 -8.28962 -0.31070 -0.08 0.28 -0.22 0.051
H 0.66864 -3.34066 4.69605 0.29 0.00 -0.37 0.007
H 1.80616 -2.78591 10.01472 -0.22 -0.25 0.21 0.034
H 4.13530 -2.74479 -5.55522 0.04 -0.11 0.17 -0.001
H -5.83133 -2.37138 -0.87869 0.32 -0.16 0.06 0.062
H 0.29749 -1.31680 1.75509 -0.16 0.27 0.19 -0.010
H 2.22434 -3.02561 2.07821 0.03 0.20 0.18 0.015
H 2.66457 2.32614 1.29356 0.28 -0.27 0.03 0.011
H 2.44352 0.27235 -0.99184 -0.09 0.06 -0.04 0.043
H -3.86339 10.29806 3.01872 -0.35 -0.12 -0.16 0.033
H 3.70789 4.81258 3.95816 -0.38 -0.05 -0.09 0.045
H -3.76483 3.24576 -4.11710 0.18 -0.07 0.26 0.044
H -0.97732 -4.94134 7.31643 0.22 0.19 0.26 0.050
H -3.33376 6.63339 2.08460 0.21 0.01 -0.27 0.035
H -2.26767 7.44175 1.34885 -0.34 -0.32 0.27 0.021
H -1.89096 7.17625 -2.08153 0.18 0.01 0.32 0.045
H 1.84997 -2.05539 -5.37169 0.09 0.01 0.24 0.060
H -5.36007 -3.33113 -1.96869 0.03 0.14 0.12 0.029
H -0.84367 -0.36711 1.39849 0.08 0.20 -0.17 -0.012
H 0.17454 -2.13995 3.89263 -0.02 -0.10 -0.32 0.031
H 4.36866 -0.04695 -4.03140 0.12 0.10 0.28 0.032
H 4.60656 -3.70454 -6.64522 0.20 0.10 0.27 0.049
H 1.81458 8.56303 2.59649 0.14 -0.14 0.32 0.042
H 0.77292 6.37870 1.05374 -0.05 -0.27 0.00 0.016
```
Positions in Å, forces in eV/Å.



Q: Among the records above, which one has the highest calculated total energy?
A: C8H10N5